Entry 1:
C43H33Cl2HfN8O4S3 | ωB97M-V with the def2-TZVPD basis set

2S+1: 1
Total charge: +1
E_tot (eV): -124096.4587
ΔE to the lowest compared entry with this formula, charge and spin (kcal per mole): 27.8
Frontier orbital gap (eV): 6.42

Element x y z (Å)
1 Hf -0.1028 0.2130 0.4369
2 N 7.9522 4.3177 4.3697
3 C 7.1515 3.9312 3.6479
4 C 6.1158 3.4613 2.8054
5 C 6.3841 2.9067 1.5529
6 C 5.3476 2.4277 0.7763
7 C 4.0288 2.5030 1.2235
8 C 3.7724 3.0983 2.4675
9 C 4.7991 3.5633 3.2571
10 C 2.8721 1.9575 0.5091
11 C 2.8952 0.7341 -0.1708
12 C 3.9644 -0.1776 -0.3752
13 C 3.4758 -1.1966 -1.1630
14 C 2.1281 -0.8938 -1.4095
15 N 1.7558 0.2434 -0.8198
16 C 1.7088 2.7606 0.5672
17 C 1.7260 4.1758 0.5477
18 C 0.4150 4.5833 0.4174
19 C -0.3596 3.4214 0.4308
20 N 0.4014 2.3137 0.5028
21 H 7.4000 2.8562 1.1941
22 H 5.5538 2.0188 -0.2009
23 H 2.7560 3.1577 2.8247
24 H 4.5995 4.0002 4.2251
25 H 4.9568 -0.0948 0.0213
26 H 4.0068 -2.0612 -1.5117
27 H 1.4370 -1.4435 -2.0296
28 H 2.6032 4.7945 0.5477
29 H 0.0552 5.5866 0.3202
30 H -1.4319 3.3648 0.4361
31 Cl 4.8134 -5.2415 1.8483
32 C 3.7963 -3.8525 1.8057
33 C 4.2602 -2.6553 2.3837
34 C 3.4713 -1.5413 2.3791
35 Cl 3.9969 -0.0862 3.1287
36 C 2.1972 -1.5035 1.7254
37 O 1.5315 -0.4168 1.6814
38 C 1.7599 -2.7406 1.1422
39 C 0.5175 -2.8202 0.4815
40 O -0.2272 -1.8701 0.1542
41 C 2.5578 -3.9054 1.2337
42 H 5.2331 -2.6277 2.8463
43 H 0.1857 -3.8375 0.2140
44 H 2.1753 -4.8263 0.8240
45 C 1.0573 2.0285 -3.1091
46 C -0.3485 2.0463 -2.6504
47 N -0.8716 1.3662 -1.6719
48 C -2.2255 1.5790 -1.5787
49 C -2.7331 2.4445 -2.5063
50 S -1.4894 3.0197 -3.5268
51 C -3.0087 0.8402 -0.6106
52 C -4.3435 0.9968 -0.3735
53 S -4.8937 -0.1738 0.7406
54 C -3.2938 -0.8365 0.8082
55 N -2.4253 -0.1868 0.0871
56 C -3.0453 -2.0601 1.6036
57 H 1.2870 1.0581 -3.5501
58 H 1.7428 2.1778 -2.2783
59 H 1.2104 2.8073 -3.8525
60 H -3.7446 2.7652 -2.6513
61 H -5.0012 1.7350 -0.7812
62 H -3.5978 -2.8949 1.1731
63 H -3.3911 -1.9289 2.6292
64 H -1.9892 -2.3143 1.6090
65 O -2.0716 1.8433 2.0320
66 C -1.6925 0.9926 2.8326
67 N -0.9192 -0.0394 2.4107
68 C -0.6716 -0.9096 3.4504
69 O -0.1189 -1.9806 3.3111
70 C -1.2892 -0.3307 4.6737
71 C -1.2870 -0.7590 5.9833
72 C -1.9966 0.0034 6.9073
73 C -2.6845 1.1427 6.5218
74 C -2.6760 1.5821 5.1992
75 C -1.9603 0.8366 4.2845
76 H -0.7630 -1.6551 6.2770
77 H -2.0112 -0.2979 7.9433
78 H -3.2265 1.7054 7.2674
79 H -3.2064 2.4722 4.8984
80 S -1.2915 -1.4181 -2.5457
81 C -0.6446 -1.7183 -4.0587
82 N -0.7442 -0.8165 -5.0508
83 C -0.4526 -1.1193 -6.4391
84 C 0.6562 -2.1619 -6.5283
85 C 0.3230 -3.3425 -5.6225
86 N 0.0333 -2.8554 -4.2886
87 H -1.3398 -0.0244 -4.8662
88 H -0.1490 -0.1945 -6.9340
89 H -1.3530 -1.4947 -6.9396
90 H 1.6061 -1.7272 -6.2173
91 H 0.7491 -2.5014 -7.5591
92 H 1.1696 -4.0286 -5.5599
93 H -0.5392 -3.8974 -6.0152
94 H 0.0026 -3.5320 -3.5405

Entry 2:
C3H11NO3 | ωB97M-V with the def2-TZVPD basis set

2S+1: 1
Total charge: 0
E_tot (eV): -10921.0101
ΔE to the lowest compared entry with this formula, charge and spin (kcal per mole): 46.0
Structure (SMILES): CNC(C)=O.O.O
Frontier orbital gap (eV): 9.70

Element x y z (Å)
1 C -1.8067 0.4032 -0.0688
2 C -2.0331 0.1847 1.3903
3 N -0.9956 -0.2771 2.1663
4 C -0.0156 -1.1001 1.4302
5 O -2.9983 0.6300 2.1357
6 H -2.4889 1.2106 -0.4591
7 H -1.9852 -0.4574 -0.7629
8 H -0.8220 0.9590 -0.2017
9 H -1.4279 -0.9193 2.9088
10 H -0.4569 -1.8629 0.7160
11 H 0.6820 -0.5225 0.8740
12 H 0.5581 -1.5818 2.1644
13 H 3.6446 2.1038 -1.4602
14 H 2.8092 2.1150 -2.6539
15 O 3.0934 1.4648 -1.9353
16 H 2.0275 -0.4525 -1.7775
17 H 0.8273 -0.7660 -2.5303
18 O 1.3884 -1.1315 -1.9361

Entry 3:
C34H90N4O16 | ωB97M-V with the def2-TZVPD basis set

2S+1: 1
Total charge: 0
E_tot (eV): -75429.9091
ΔE to the lowest compared entry with this formula, charge and spin (kcal per mole): 25.4
Structure (SMILES): COCCNCCOC.COCCNCCOC.COCCNCCOC.COCCNCCOC.OCCO.OCCO.OCCO.CCO.CCO
Frontier orbital gap (eV): 9.10

Element x y z (Å)
1 C 14.8533 16.4928 15.7853
2 C 16.2781 15.9312 15.9502
3 O 17.2184 16.9479 16.2909
4 H 14.5190 16.9125 16.7501
5 H 14.1522 15.6263 15.5430
6 H 14.7834 17.1901 14.9323
7 H 16.4791 15.3987 15.0287
8 H 16.1533 15.2836 16.8165
9 H 18.0424 16.7636 15.8238
10 C 15.2589 11.1806 14.4240
11 C 14.5538 12.5191 14.4017
12 O 15.3260 13.4860 13.6905
13 H 16.1224 11.1445 15.0683
14 H 15.4869 11.0079 13.4235
15 H 14.6323 10.3801 14.7619
16 H 14.3903 12.7868 15.4208
17 H 13.5909 12.4428 13.8540
18 H 15.2950 13.1458 12.7793
19 C 18.1216 14.0410 19.0168
20 O 16.7464 13.5993 18.9287
21 C 15.8098 14.4530 19.4419
22 C 14.3924 14.1338 18.9711
23 N 13.7346 12.8589 19.2531
24 C 13.5034 12.5622 20.6619
25 C 12.3429 11.5916 20.8402
26 O 12.7573 10.3148 20.3634
27 C 11.7553 9.4190 20.0684
28 H 18.4561 14.5790 18.1618
29 H 18.7109 13.1168 19.0270
30 H 18.2503 14.6051 19.9689
31 H 15.9914 15.4951 19.1532
32 H 15.8515 14.3625 20.5837
33 H 14.3261 14.2661 17.8908
34 H 13.6543 14.8588 19.3728
35 H 14.1470 12.0799 18.7496
36 H 13.2798 13.5139 21.1410
37 H 14.4280 12.1164 21.0778
38 H 11.5077 11.9965 20.2415
39 H 12.0240 11.5058 21.9074
40 H 12.1856 8.5603 19.6164
41 H 11.0180 9.8421 19.4291
42 H 11.1489 9.2168 20.9794
43 C 12.7771 9.1563 16.7910
44 O 12.3643 9.8179 15.6205
45 C 12.0340 8.9889 14.5348
46 C 10.5121 8.7831 14.3075
47 N 9.8479 7.8638 15.2434
48 C 8.4107 7.9460 15.1575
49 C 7.8638 6.7680 15.9918
50 O 8.4270 6.8329 17.2903
51 C 7.9256 5.7455 18.0872
52 H 11.9346 8.5641 17.2640
53 H 13.1840 9.9233 17.4916
54 H 13.5116 8.3955 16.5506
55 H 12.5628 8.0113 14.5685
56 H 12.4163 9.5045 13.6821
57 H 10.4044 8.3614 13.2864
58 H 10.0581 9.7738 14.2517
59 H 10.1874 7.9581 16.1923
60 H 8.1087 7.7495 14.0798
61 H 7.9779 8.8881 15.4370
62 H 8.1446 5.7844 15.5671
63 H 6.7719 6.7861 16.0395
64 H 8.1948 4.8180 17.5990
65 H 6.8657 5.9097 18.3049
66 H 8.3794 5.7829 19.0966
67 C 12.9756 7.0671 7.8729
68 O 12.3212 7.3070 9.0705
69 C 12.0264 8.6477 9.2597
70 C 11.3464 8.7257 10.5946
71 N 11.2969 10.0585 11.1825
72 C 10.6406 11.0775 10.3787
73 C 10.4261 12.4108 11.1404
74 O 11.7447 12.8750 11.2684
75 C 11.7663 14.2400 11.6835
76 H 12.9884 5.9867 7.6503
77 H 13.9384 7.5855 7.8790
78 H 12.4331 7.5479 7.0817
79 H 11.4412 8.9714 8.4094
80 H 12.9592 9.1668 9.3065
81 H 11.9081 8.0948 11.2914
82 H 10.3444 8.3372 10.5455
83 H 12.2283 10.4028 11.3931
84 H 9.6886 10.6347 10.0172
85 H 11.1619 11.2328 9.4283
86 H 9.9484 12.1668 12.0692
87 H 9.8785 13.0998 10.4968
88 H 12.8025 14.4600 11.8802
89 H 11.1807 14.3744 12.6199
90 H 11.2528 14.9341 11.0159
91 C 18.5295 13.3065 15.5073
92 O 19.4175 12.4884 14.7212
93 C 20.2839 13.2047 13.9063
94 C 19.6031 14.0217 12.8265
95 N 18.7949 13.1490 11.9711
96 C 17.8342 13.9107 11.1432
97 C 17.0477 12.9916 10.2078
98 O 16.1802 12.2584 11.0317
99 C 15.1901 11.5044 10.3156
100 H 19.0529 14.2470 15.7816
101 H 18.1973 12.7128 16.3418
102 H 17.6507 13.4727 14.8957
103 H 20.9104 12.3984 13.4847
104 H 20.9041 13.9271 14.4975
105 H 20.3741 14.5622 12.2941
106 H 19.0532 14.8529 13.3172
107 H 18.3101 12.4891 12.5944
108 H 18.3857 14.5401 10.4729
109 H 17.1096 14.4395 11.8309
110 H 17.7215 12.3691 9.5814
111 H 16.4387 13.5776 9.5242
112 H 14.3042 12.1027 10.1517
113 H 14.9516 10.6412 10.9631
114 H 15.5096 11.0681 9.3727
115 C 11.2943 12.9513 16.7495
116 C 9.9489 12.4088 16.2864
117 O 8.8576 13.2299 16.6519
118 O 11.2575 13.3848 18.0708
119 H 11.4844 13.7783 16.0896
120 H 12.0382 12.1814 16.5711
121 H 9.8014 11.3553 16.6400
122 H 10.0176 12.4328 15.2013
123 H 9.0800 13.4349 17.5503
124 H 12.1014 13.1561 18.4448
125 C 16.4390 9.3551 20.0994
126 C 16.7033 9.6057 18.6287
127 O 15.8768 10.6309 18.2022
128 O 15.2188 8.6694 20.2290
129 H 16.3753 10.3440 20.6000
130 H 17.2304 8.7356 20.6112
131 H 16.5567 8.6227 18.1259
132 H 17.7617 9.8725 18.4877
133 H 16.1859 11.4454 18.5689
134 H 14.5373 9.3738 20.1002
135 C 15.8216 7.8637 11.0661
136 C 15.8651 7.0563 12.3514
137 O 15.3586 5.7401 12.1740
138 O 14.5217 8.2847 10.7361
139 H 16.3960 7.4832 10.2121
140 H 16.3837 8.8034 11.3031
141 H 15.2212 7.5144 13.1489
142 H 16.9323 7.0535 12.7662
143 H 15.8349 5.1510 11.5943
144 H 13.9632 7.4831 10.6690

Entry 4:
C15H20BN9O8P2Ti | ωB97M-V with the def2-TZVPD basis set

2S+1: 4
Total charge: -1
E_tot (eV): -88054.4605
ΔE to the lowest compared entry with this formula, charge and spin (kcal per mole): 0.0
Frontier orbital gap (spin up / spin down) (eV): 5.38 / 7.82

Element x y z (Å)
1 Ti -0.9518 -1.3943 0.3589
2 C 0.6997 3.1057 -2.3391
3 C 0.9902 1.8478 -2.9001
4 N 1.3266 0.9652 -1.9775
5 N 1.2579 1.6255 -0.8020
6 C 0.8899 2.9084 -0.9932
7 B 1.6431 0.9974 0.5612
8 N 2.0873 -0.4716 0.3892
9 C 3.3503 -0.9224 0.3751
10 C 3.3411 -2.2795 0.1332
11 C 1.9811 -2.5826 0.0217
12 N 1.2303 -1.5049 0.1695
13 N 0.4798 1.1516 1.5849
14 C 0.4002 1.9126 2.6864
15 C -0.8194 1.6940 3.2944
16 C -1.4337 0.7330 2.4793
17 N -0.6567 0.4197 1.4553
18 N 2.8682 1.7984 1.0580
19 C 3.7601 2.4470 0.2778
20 C 4.8193 2.8323 1.0641
21 C 4.4779 2.3562 2.3410
22 N 3.3168 1.7296 2.3361
23 H 0.4007 4.0102 -2.8348
24 H 0.9729 1.5367 -3.9314
25 H 0.7941 3.5822 -0.1606
26 H 4.1675 -0.2450 0.5434
27 H 4.1786 -2.9467 0.0660
28 H 1.4851 -3.5293 -0.1479
29 H 1.2214 2.5471 2.9653
30 H -1.1915 2.1409 4.1948
31 H -2.3898 0.2397 2.5734
32 H 3.5748 2.5662 -0.7729
33 H 5.6956 3.3712 0.7570
34 H 5.0233 2.4401 3.2666
35 O -5.3874 -2.4801 0.7628
36 P -3.8471 -2.5261 0.3486
37 O -3.7241 -3.1353 -1.0112
38 O -3.1781 -1.1859 0.5791
39 O -3.2206 -3.5621 1.4280
40 P -1.6129 -3.8699 1.5736
41 O -1.2171 -3.8212 -0.0273
42 O -1.3832 -5.1645 2.2123
43 O -0.9659 -2.6028 2.1024
44 H -5.4962 -2.2831 1.6931
45 H -2.0130 -3.8112 -0.5882
46 N -2.1268 -1.6520 -3.7383
47 C -1.9696 -0.8228 -2.6513
48 O -1.2347 -1.1296 -1.6981
49 C -2.6835 0.4485 -2.6683
50 C -2.7023 1.3373 -1.4971
51 H -1.8673 -2.6178 -3.5679
52 H -2.9837 -1.5429 -4.2575
53 H -3.2655 0.6634 -3.5564
54 H -1.7110 1.4229 -1.0472
55 H -3.3527 0.9173 -0.7191
56 H -3.0481 2.3354 -1.7656

What did the second record say?
C3H11NO3 | ωB97M-V with the def2-TZVPD basis set

2S+1: 1
Total charge: 0
E_tot (eV): -10921.0101
ΔE to the lowest compared entry with this formula, charge and spin (kcal per mole): 46.0
Structure (SMILES): CNC(C)=O.O.O
Frontier orbital gap (eV): 9.70

Element x y z (Å)
1 C -1.8067 0.4032 -0.0688
2 C -2.0331 0.1847 1.3903
3 N -0.9956 -0.2771 2.1663
4 C -0.0156 -1.1001 1.4302
5 O -2.9983 0.6300 2.1357
6 H -2.4889 1.2106 -0.4591
7 H -1.9852 -0.4574 -0.7629
8 H -0.8220 0.9590 -0.2017
9 H -1.4279 -0.9193 2.9088
10 H -0.4569 -1.8629 0.7160
11 H 0.6820 -0.5225 0.8740
12 H 0.5581 -1.5818 2.1644
13 H 3.6446 2.1038 -1.4602
14 H 2.8092 2.1150 -2.6539
15 O 3.0934 1.4648 -1.9353
16 H 2.0275 -0.4525 -1.7775
17 H 0.8273 -0.7660 -2.5303
18 O 1.3884 -1.1315 -1.9361

> Which of these has the lowest ΔE to the lowest compared entry with this formula, charge and spin?

C15H20BN9O8P2Ti

> Look up the 2S+1 of the third one.

1

> Which formula does entry 3 have?

C34H90N4O16